1.
{"formula": "C40H43BN8PPbSe", "method": "wB97M-V/def2-TZVPD", "relative_energy_kcal_mol": 8.6, "spin_multiplicity": 1, "total_charge": 1, "orbital_gap_ev": 8.28, "species": ["Pb", "C", "C", "N", "N", "C", "B", "N", "C", "C", "C", "N", "N", "C", "C", "C", "N", "H", "H", "H", "H", "H", "H", "H", "H", "H", "H", "C", "C", "C", "C", "C", "C", "C", "P", "C", "C", "C", "C", "C", "C", "C", "C", "C", "C", "C", "C", "C", "C", "H", "H", "H", "H", "H", "H", "H", "H", "H", "H", "H", "H", "H", "H", "H", "H", "H", "H", "H", "H", "C", "C", "C", "C", "C", "N", "H", "H", "H", "H", "H", "H", "H", "H", "H", "Se", "C", "C", "C", "N", "C", "C", "H", "H", "H", "H"], "xyz": [[0.386, -0.448, -1.113], [-4.017, 0.317, -2.307], [-2.919, 0.542, -1.476], [-1.875, -0.171, -1.893], [-2.268, -0.860, -2.982], [-3.553, -0.580, -3.252], [-1.304, -1.694, -3.871], [-0.672, -2.855, -3.070], [-0.806, -4.169, -3.313], [-0.012, -4.865, -2.421], [0.589, -3.874, -1.644], [0.184, -2.672, -2.046], [-0.193, -0.742, -4.364], [0.106, -0.422, -5.633], [1.127, 0.509, -5.622], [1.398, 0.707, -4.268], [0.598, -0.051, -3.521], [-4.996, 0.756, -2.237], [-2.837, 1.181, -0.610], [-4.051, -1.028, -4.094], [-1.905, -2.140, -4.797], [-1.449, -4.529, -4.098], [0.115, -5.930, -2.349], [1.279, -3.976, -0.821], [-0.418, -0.871, -6.460], [1.602, 0.977, -6.465], [2.130, 1.353, -3.808], [-0.666, 3.300, -2.146], [-0.963, 3.987, -0.838], [-1.838, 5.076, -0.865], [-2.136, 5.797, 0.274], [-1.562, 5.436, 1.487], [-0.709, 4.352, 1.538], [-0.407, 3.610, 0.390], [0.743, 2.179, 0.517], [2.318, 3.069, 0.880], [3.062, 3.235, -0.296], [4.265, 3.913, -0.307], [4.759, 4.429, 0.881], [4.036, 4.266, 2.049], [2.810, 3.599, 2.081], [2.127, 3.497, 3.421], [0.133, 1.242, 1.972], [-1.235, 1.302, 2.249], [-1.816, 0.478, 3.197], [-1.040, -0.454, 3.864], [0.312, -0.548, 3.580], [0.921, 0.277, 2.639], [2.406, 0.168, 2.450], [-0.189, 4.000, -2.833], [-1.588, 2.953, -2.615], [-0.007, 2.444, -2.023], [-2.287, 5.355, -1.811], [-2.812, 6.640, 0.220], [-1.787, 5.993, 2.387], [-0.281, 4.068, 2.489], [2.674, 2.816, -1.219], [4.819, 4.032, -1.229], [5.705, 4.952, 0.901], [4.426, 4.665, 2.978], [2.815, 3.089, 4.164], [1.242, 2.868, 3.397], [1.836, 4.490, 3.766], [-1.850, 2.029, 1.735], [-2.870, 0.579, 3.425], [-1.477, -1.097, 4.617], [0.911, -1.266, 4.126], [2.855, -0.488, 3.192], [2.882, 1.141, 2.508], [-2.871, -4.661, 0.655], [-3.173, -3.195, 0.994], [-3.547, -3.034, 2.475], [-4.288, -2.648, 0.088], [-1.983, -2.395, 0.732], [-1.051, -1.756, 0.523], [-3.771, -5.254, 0.814], [-2.079, -5.054, 1.291], [-2.564, -4.765, -0.387], [-4.476, -3.569, 2.672], [-3.690, -1.983, 2.722], [-2.767, -3.441, 3.118], [-5.213, -3.190, 0.288], [-4.032, -2.775, -0.964], [-4.458, -1.588, 0.276], [3.058, -0.523, 0.704], [3.551, -2.319, 1.192], [4.544, -2.937, 0.443], [4.964, -4.202, 0.826], [4.477, -4.847, 1.881], [3.518, -4.253, 2.578], [3.004, -3.000, 2.269], [4.992, -2.436, -0.406], [5.739, -4.716, 0.269], [3.142, -4.805, 3.432], [2.196, -2.588, 2.857]]}

=====

2.
{"formula": "C40H43Cl5MgNO4PSSi2", "method": "wB97M-V/def2-TZVPD", "relative_energy_kcal_mol": 49.4, "spin_multiplicity": 1, "total_charge": -2, "orbital_gap_ev": 6.99, "species": ["Mg", "C", "C", "C", "C", "C", "C", "C", "S", "O", "O", "N", "C", "C", "O", "O", "H", "H", "H", "H", "H", "H", "H", "H", "H", "C", "C", "C", "C", "C", "C", "P", "C", "C", "C", "C", "C", "C", "C", "C", "C", "C", "C", "C", "H", "H", "H", "H", "H", "H", "H", "H", "H", "H", "H", "H", "H", "H", "H", "Cl", "C", "C", "C", "Cl", "C", "Cl", "C", "Cl", "C", "Cl", "C", "Si", "C", "C", "C", "Si", "C", "C", "C", "H", "H", "H", "H", "H", "H", "H", "H", "H", "H", "H", "H", "H", "H", "H", "H", "H", "H", "H"], "xyz": [[-1.388, -0.325, -0.324], [-3.407, 4.627, 5.279], [-2.536, 4.402, 4.068], [-2.281, 3.121, 3.598], [-1.457, 2.909, 2.499], [-0.903, 3.989, 1.837], [-1.152, 5.282, 2.295], [-1.952, 5.482, 3.406], [0.297, 3.815, 0.513], [1.555, 3.774, 1.233], [0.096, 4.984, -0.326], [0.073, 2.447, -0.258], [-0.986, 2.519, -1.276], [-2.379, 2.238, -0.685], [-3.341, 2.907, -1.037], [-2.407, 1.255, 0.163], [-3.884, 3.699, 5.594], [-4.192, 5.357, 5.069], [-2.817, 5.010, 6.117], [-2.727, 2.266, 4.098], [-1.281, 1.908, 2.133], [-0.709, 6.112, 1.759], [-2.117, 6.489, 3.777], [-0.805, 1.716, -2.015], [-0.979, 3.470, -1.803], [4.671, -2.715, -1.915], [4.381, -1.744, -2.858], [3.506, -0.703, -2.554], [2.902, -0.589, -1.299], [3.212, -1.590, -0.365], [4.080, -2.631, -0.660], [1.541, 0.706, -0.848], [2.302, 1.004, 0.802], [3.650, 1.300, 0.977], [4.175, 1.476, 2.247], [3.362, 1.335, 3.365], [2.025, 1.003, 3.204], [1.506, 0.837, 1.929], [2.161, 2.017, -1.986], [2.872, 3.149, -1.592], [3.219, 4.120, -2.519], [2.840, 3.998, -3.850], [2.095, 2.898, -4.247], [1.762, 1.916, -3.320], [5.349, -3.529, -2.147], [4.834, -1.789, -3.842], [3.310, 0.045, -3.310], [2.775, -1.547, 0.627], [4.289, -3.383, 0.094], [4.297, 1.382, 0.111], [5.225, 1.716, 2.371], [3.769, 1.478, 4.359], [1.386, 0.873, 4.070], [0.464, 0.565, 1.800], [3.101, 3.303, -0.546], [3.779, 4.989, -2.194], [3.106, 4.763, -4.571], [1.763, 2.802, -5.274], [1.171, 1.062, -3.638], [-3.184, -1.094, 1.903], [-4.033, -1.449, 0.410], [-3.409, -1.082, -0.774], [-4.181, -1.236, -1.915], [-3.515, -0.687, -3.442], [-5.461, -1.789, -1.912], [-6.364, -1.979, -3.380], [-6.008, -2.217, -0.705], [-7.580, -2.948, -0.668], [-5.289, -2.041, 0.474], [-5.952, -2.579, 1.985], [0.960, -4.788, 1.174], [-0.342, -3.399, 1.235], [-1.973, -4.317, 1.509], [0.101, -2.478, 2.824], [-0.318, -2.289, -0.215], [-0.379, -3.067, -1.874], [-1.974, -3.995, -2.261], [-0.092, -1.782, -3.235], [0.972, -4.353, -2.227], [1.204, -5.155, 2.179], [1.885, -4.427, 0.709], [0.608, -5.639, 0.582], [-1.807, -5.272, 2.020], [-2.454, -4.529, 0.549], [-2.680, -3.735, 2.103], [0.131, -3.160, 3.683], [-0.617, -1.684, 3.052], [1.089, -2.012, 2.734], [0.675, -1.814, -0.180], [-2.851, -3.351, -2.181], [-2.111, -4.830, -1.565], [-1.945, -4.406, -3.276], [-0.684, -0.875, -3.074], [-0.354, -2.174, -4.223], [0.965, -1.496, -3.248], [0.825, -5.265, -1.640], [1.958, -3.948, -1.975], [0.982, -4.630, -3.288]]}

=====

3.
{"formula": "C40H43ClIN3O5PSe2Ti", "method": "wB97M-V/def2-TZVPD", "relative_energy_kcal_mol": 4.7, "spin_multiplicity": 2, "total_charge": 0, "orbital_gap_ev": [7.16, 6.97], "species": ["Ti", "C", "C", "O", "C", "C", "C", "C", "C", "C", "O", "H", "H", "H", "H", "H", "H", "H", "Se", "P", "Se", "C", "C", "C", "C", "C", "C", "C", "C", "C", "C", "C", "C", "H", "H", "H", "H", "H", "H", "H", "H", "H", "H", "C", "C", "C", "C", "Cl", "C", "C", "C", "O", "C", "C", "O", "O", "H", "H", "H", "H", "H", "H", "H", "H", "I", "C", "C", "C", "C", "N", "C", "H", "H", "H", "H", "C", "C", "N", "C", "C", "C", "C", "N", "H", "H", "H", "H", "H", "H", "H", "H", "H", "H", "H", "H", "H", "H"], "xyz": [[-0.212, 0.036, 0.178], [-3.210, -2.049, -2.159], [-1.854, -1.813, -1.563], [-1.630, -0.704, -1.074], [-0.845, -2.870, -1.579], [-1.045, -4.037, -2.340], [-0.064, -4.990, -2.432], [1.150, -4.783, -1.748], [1.365, -3.668, -0.975], [0.351, -2.700, -0.867], [0.522, -1.656, -0.099], [-3.834, -1.176, -1.987], [-3.673, -2.930, -1.712], [-3.133, -2.227, -3.234], [-1.975, -4.174, -2.876], [-0.218, -5.880, -3.026], [1.937, -5.524, -1.834], [2.287, -3.509, -0.429], [2.677, -1.060, 2.057], [3.256, 0.054, 0.282], [1.850, 0.750, -1.324], [4.563, -0.931, -0.541], [4.511, -1.206, -1.902], [5.514, -1.963, -2.508], [6.575, -2.440, -1.759], [6.633, -2.165, -0.393], [5.634, -1.422, 0.213], [4.181, 1.558, 0.804], [4.563, 2.505, -0.150], [5.279, 3.633, 0.224], [5.620, 3.836, 1.558], [5.241, 2.902, 2.510], [4.525, 1.766, 2.136], [3.680, -0.834, -2.486], [5.458, -2.172, -3.570], [7.354, -3.027, -2.230], [7.460, -2.536, 0.200], [5.669, -1.231, 1.280], [4.287, 2.366, -1.189], [5.568, 4.358, -0.527], [6.177, 4.719, 1.849], [5.501, 3.053, 3.551], [4.217, 1.034, 2.874], [-3.616, 5.833, -3.916], [-3.846, 4.349, -3.911], [-4.936, 3.780, -4.548], [-5.138, 2.407, -4.525], [-6.528, 1.725, -5.342], [-4.259, 1.583, -3.861], [-3.151, 2.134, -3.216], [-2.947, 3.507, -3.253], [-1.878, 4.136, -2.683], [-0.999, 3.320, -1.938], [-1.653, 2.795, -0.678], [-2.580, 3.362, -0.147], [-1.093, 1.711, -0.218], [-4.510, 6.360, -4.248], [-2.793, 6.100, -4.582], [-3.346, 6.189, -2.922], [-5.645, 4.415, -5.064], [-4.432, 0.514, -3.836], [-2.472, 1.475, -2.692], [-0.149, 3.942, -1.656], [-0.609, 2.496, -2.534], [-2.192, -4.345, 3.677], [-2.472, -2.448, 2.924], [-3.653, -1.755, 3.118], [-3.781, -0.488, 2.583], [-2.732, 0.044, 1.850], [-1.592, -0.635, 1.672], [-1.448, -1.849, 2.202], [-4.463, -2.202, 3.680], [-4.684, 0.091, 2.717], [-2.793, 1.021, 1.385], [-0.492, -2.334, 2.048], [1.584, 4.005, 5.324], [0.254, 3.796, 4.616], [0.390, 3.325, 3.243], [0.595, 4.322, 2.193], [2.048, 4.535, 1.791], [0.355, 2.000, 2.919], [0.026, 1.007, 4.000], [0.623, 1.550, 1.744], [1.426, 4.289, 6.367], [2.172, 4.792, 4.848], [2.179, 3.088, 5.304], [-0.308, 4.731, 4.583], [-0.358, 3.094, 5.176], [0.160, 5.253, 2.557], [-0.011, 4.029, 1.330], [2.617, 5.033, 2.577], [2.099, 5.158, 0.895], [2.548, 3.590, 1.573], [-1.002, 1.121, 4.352], [0.690, 1.122, 4.858], [0.177, 0.013, 3.593], [0.898, 2.297, 1.112]]}

=====

4.
{"formula": "C40H43CrN3O5SSb2", "method": "wB97M-V/def2-TZVPD", "spin_multiplicity": 5, "total_charge": 0, "orbital_gap_ev": [4.75, 7.62], "species": ["Cr", "C", "Sb", "C", "C", "C", "C", "C", "C", "C", "C", "C", "Sb", "C", "C", "H", "H", "H", "H", "H", "H", "H", "H", "H", "H", "H", "H", "H", "H", "H", "H", "H", "H", "H", "H", "O", "N", "N", "O", "C", "C", "C", "C", "C", "C", "H", "H", "H", "H", "H", "O", "C", "N", "C", "O", "C", "C", "C", "C", "C", "C", "H", "H", "H", "H", "O", "S", "C", "C", "C", "C", "C", "C", "C", "C", "C", "C", "C", "C", "C", "C", "H", "H", "H", "H", "H", "H", "H", "H", "H", "H", "H", "H", "H", "H"], "xyz": [[0.348, -0.511, -1.321], [0.881, -3.729, 0.878], [1.754, -1.824, 0.449], [3.796, -2.368, 0.774], [1.349, -0.853, 2.436], [0.388, -1.626, 3.267], [0.892, -2.593, 4.139], [0.065, -3.429, 4.867], [-1.309, -3.311, 4.730], [-1.827, -2.329, 3.902], [-1.009, -1.462, 3.175], [-1.652, -0.381, 2.360], [-1.792, -0.873, 0.202], [-2.951, -2.634, 0.596], [-3.441, 0.398, -0.306], [0.939, -3.942, 1.942], [1.436, -4.471, 0.308], [-0.158, -3.744, 0.552], [3.832, -3.020, 1.645], [4.414, -1.487, 0.941], [4.129, -2.898, -0.114], [0.987, 0.149, 2.207], [2.318, -0.777, 2.930], [1.969, -2.688, 4.237], [0.491, -4.171, 5.530], [-1.973, -3.970, 5.273], [-2.903, -2.214, 3.825], [-1.128, 0.569, 2.475], [-2.687, -0.246, 2.678], [-3.680, -2.370, 1.363], [-2.339, -3.460, 0.949], [-3.448, -2.907, -0.330], [-4.303, 0.111, 0.293], [-3.636, 0.215, -1.361], [-3.219, 1.453, -0.144], [-0.666, 0.557, -2.602], [-0.072, 0.792, -3.716], [1.137, 0.418, -3.734], [1.731, -0.098, -2.673], [1.904, 0.553, -4.922], [3.233, 0.152, -4.898], [3.994, 0.257, -6.050], [3.434, 0.755, -7.216], [2.102, 1.150, -7.230], [1.328, 1.051, -6.090], [3.642, -0.250, -3.982], [5.027, -0.061, -6.037], [4.028, 0.827, -8.118], [1.661, 1.529, -8.142], [0.289, 1.342, -6.088], [-2.313, -1.914, -2.213], [-1.301, -2.658, -2.391], [-0.024, -2.235, -2.071], [0.892, -3.272, -2.152], [2.076, -3.166, -1.711], [0.179, -4.410, -2.674], [0.577, -5.720, -2.948], [-0.378, -6.621, -3.372], [-1.727, -6.240, -3.527], [-2.142, -4.954, -3.251], [-1.190, -4.028, -2.822], [1.613, -6.012, -2.828], [-0.090, -7.643, -3.586], [-2.447, -6.973, -3.870], [-3.180, -4.661, -3.359], [0.905, 1.366, -0.412], [0.184, 2.298, 0.524], [1.457, 3.532, 1.042], [1.311, 3.819, 2.509], [1.755, 2.886, 3.444], [1.559, 3.098, 4.798], [0.927, 4.254, 5.235], [0.499, 5.196, 4.312], [0.685, 4.977, 2.955], [-0.833, 3.380, -0.542], [-1.573, 4.356, 0.331], [-2.335, 3.904, 1.410], [-2.976, 4.804, 2.245], [-2.869, 6.168, 2.013], [-2.127, 6.625, 0.935], [-1.480, 5.724, 0.101], [1.349, 4.428, 0.432], [2.396, 3.033, 0.804], [2.263, 1.991, 3.103], [1.899, 2.358, 5.512], [0.770, 4.420, 6.293], [0.015, 6.105, 4.646], [0.334, 5.709, 2.236], [-1.487, 2.697, -1.089], [-0.171, 3.870, -1.255], [-2.431, 2.841, 1.595], [-3.558, 4.438, 3.081], [-3.370, 6.871, 2.665], [-2.046, 7.687, 0.742], [-0.900, 6.088, -0.740]]}

=====

5.
{"formula": "C40H43GeN3PtSSb2", "method": "wB97M-V/def2-TZVPD", "relative_energy_kcal_mol": 0.8, "spin_multiplicity": 1, "total_charge": 0, "orbital_gap_ev": 6.80, "species": ["Pt", "C", "C", "C", "C", "C", "C", "N", "Sb", "C", "C", "C", "C", "C", "C", "N", "C", "C", "C", "C", "C", "C", "N", "H", "H", "H", "H", "H", "H", "H", "H", "H", "H", "H", "H", "H", "H", "H", "H", "H", "H", "S", "Sb", "C", "C", "C", "C", "C", "C", "C", "C", "C", "C", "C", "C", "C", "C", "C", "C", "C", "C", "H", "H", "H", "H", "H", "H", "H", "H", "H", "H", "H", "H", "H", "H", "H", "C", "Ge", "C", "C", "C", "H", "H", "H", "H", "H", "H", "H", "H", "H", "H"], "xyz": [[-0.970, 2.084, -0.001], [1.470, 5.776, -0.178], [0.981, 5.149, -1.451], [1.835, 4.870, -2.514], [1.326, 4.273, -3.649], [-0.020, 3.954, -3.699], [-0.799, 4.247, -2.591], [-0.320, 4.850, -1.495], [-2.890, 3.811, -2.464], [-3.108, 4.252, -0.389], [-4.082, 5.198, -0.100], [-4.305, 5.575, 1.215], [-3.549, 4.983, 2.202], [-2.590, 4.034, 1.857], [-1.724, 3.397, 2.891], [-2.378, 3.681, 0.582], [-2.910, 1.659, -2.236], [-3.303, 0.852, -3.290], [-3.443, -0.512, -3.076], [-3.262, -1.015, -1.803], [-2.888, -0.155, -0.775], [-2.723, -0.639, 0.631], [-2.669, 1.149, -1.009], [2.543, 5.636, -0.050], [0.943, 5.327, 0.663], [1.263, 6.849, -0.174], [2.888, 5.109, -2.442], [1.975, 4.046, -4.485], [-0.443, 3.468, -4.569], [-4.656, 5.641, -0.904], [-5.054, 6.318, 1.457], [-3.681, 5.241, 3.244], [-2.049, 3.651, 3.899], [-0.700, 3.742, 2.744], [-1.708, 2.314, 2.760], [-3.499, 1.281, -4.264], [-3.716, -1.170, -3.892], [-3.389, -2.069, -1.598], [-2.976, -1.695, 0.714], [-3.372, -0.063, 1.294], [-1.693, -0.483, 0.954], [0.756, 0.841, -0.647], [0.214, -2.843, -0.296], [2.233, -2.876, -0.990], [3.081, -1.865, -0.534], [4.414, -1.833, -0.917], [4.915, -2.805, -1.771], [4.080, -3.811, -2.235], [2.747, -3.848, -1.843], [0.593, -3.954, 1.498], [1.824, -4.529, 1.803], [2.013, -5.201, 3.004], [0.973, -5.310, 3.916], [-0.259, -4.740, 3.626], [-0.440, -4.060, 2.429], [-0.513, -4.504, -1.455], [-0.707, -4.329, -2.827], [-1.277, -5.329, -3.602], [-1.679, -6.520, -3.012], [-1.499, -6.705, -1.649], [-0.919, -5.704, -0.878], [2.697, -1.087, 0.117], [5.060, -1.043, -0.552], [5.953, -2.778, -2.076], [4.466, -4.575, -2.899], [2.110, -4.650, -2.199], [2.645, -4.459, 1.099], [2.977, -5.642, 3.225], [1.122, -5.834, 4.852], [-1.075, -4.816, 4.333], [-1.404, -3.602, 2.226], [-0.403, -3.402, -3.305], [-1.408, -5.179, -4.667], [-2.128, -7.301, -3.613], [-1.802, -7.634, -1.183], [-0.769, -5.876, 0.182], [1.705, 2.921, 3.653], [1.832, 1.613, 2.192], [1.029, -0.085, 2.754], [3.756, 1.364, 1.873], [1.058, 2.158, 0.481], [2.451, 2.676, 4.411], [0.729, 2.904, 4.133], [1.907, 3.933, 3.298], [0.985, -0.162, 3.842], [1.595, -0.939, 2.380], [0.017, -0.152, 2.354], [4.237, 0.857, 2.711], [4.247, 2.329, 1.731], [3.915, 0.768, 0.973], [1.594, 3.003, 0.045]]}